(1)
Entry from OMol25: a structure of composition C31H41I2N6O6PReS3 (the ωB97M-V functional and the def2-TZVPD basis).

Last column: Mulliken charge in e.
Element x y z (Å)
H -5.080 -2.596 1.075  0.346
C 2.510 0.018 -2.160  -0.146
I 0.305 3.114 -1.654  -0.174
Re 0.837 1.011 -0.051  0.657
I 1.487 5.310 -3.691  -0.121
C -1.604 -2.318 5.801  -0.545
N -3.789 -4.015 0.214  0.519
O 0.844 2.065 1.621  -0.322
H -0.052 -5.459 -1.233  0.283
C 1.578 -2.872 -1.379  0.196
C -4.731 -5.102 0.023  -1.115
C 3.330 -4.926 -0.711  0.878
H 2.771 1.537 6.439  0.434
H -1.609 -2.621 -3.347  0.385
N 1.262 -0.210 -1.439  0.156
H -0.956 -7.528 0.581  0.329
O -1.447 -2.998 0.478  0.673
C -4.389 -2.688 0.232  -0.595
H -0.158 -4.421 -2.653  0.489
H -3.613 -1.935 0.334  -0.205
O 2.840 1.282 -0.180  -0.667
C -1.516 0.018 5.287  -0.138
N -1.979 -4.679 -1.582  0.210
H -1.882 -3.330 5.525  0.423
H 5.001 -5.676 0.410  0.321
C 3.477 0.683 -1.179  0.500
S -1.467 0.593 0.052  -0.381
C 1.846 0.675 3.296  0.699
C -1.146 -5.407 2.184  -0.819
C 2.452 -3.363 -2.335  -0.302
N 0.849 -0.574 1.528  -0.435
P -2.159 -4.209 0.013  -0.896
H -0.936 -4.361 2.396  -0.070
C -0.630 -0.788 7.377  -0.566
H 4.022 -4.763 -2.734  0.360
H -3.819 -4.015 -2.286  0.178
H -0.227 -5.982 2.334  0.328
C -0.691 -5.175 -2.068  -1.121
O 4.669 0.640 -1.305  -0.648
C -1.390 -0.105 1.654  0.199
H 3.832 -0.104 1.300  0.227
H 2.840 -0.379 4.874  0.482
H 2.418 -2.966 -3.342  0.609
H 0.876 3.924 3.406  0.513
C 3.331 -4.380 -1.992  -1.138
C 1.934 -0.316 2.235  0.603
C -1.876 -1.271 4.923  0.554
H -1.944 -2.320 3.038  -0.806
C 3.257 -0.860 1.839  -1.244
C 1.295 1.905 2.864  0.527
C -1.857 -6.928 0.423  -1.270
H 2.939 -0.895 -2.564  0.152
H 0.805 -3.056 0.611  0.414
H -0.779 -2.908 7.687  0.404
C 2.365 1.633 5.442  -1.080
C 1.538 -3.413 -0.099  -0.491
H -0.148 -0.599 8.327  0.407
H -5.421 -4.877 -0.799  0.407
N -0.336 -0.488 2.264  0.203
C -0.983 -2.083 7.017  -0.599
H 3.750 -6.874 0.100  0.346
C -2.778 -4.030 -2.600  -0.756
S -2.939 -0.266 2.473  -0.194
H 2.331 0.719 -2.982  0.400
H -2.124 -6.987 -0.630  0.418
H -0.626 1.271 6.775  0.421
H -1.896 -5.773 2.894  0.308
C 1.800 2.835 5.023  -0.471
H -2.663 -7.375 1.017  0.306
H -1.706 0.840 4.607  0.296
H 3.822 -1.079 2.747  0.572
C 2.418 -4.433 0.223  -0.871
C 2.406 0.566 4.566  -0.460
H -5.330 -5.267 0.924  0.311
C -2.549 -1.614 3.613  0.295
H -0.847 -6.052 -2.703  0.367
H -3.512 -2.092 3.807  0.780
N -1.597 -5.554 0.808  0.797
H 2.392 -4.863 1.219  0.460
H 3.161 -1.752 1.225  -0.009
O -2.437 -2.684 -2.853  -0.474
H -4.218 -6.029 -0.222  0.292
O 0.371 -1.677 -3.341  -0.801
H -2.695 -4.634 -3.509  0.432
C 4.283 -6.026 -0.334  -1.538
H -4.944 -2.498 -0.694  0.332
H 4.842 -6.380 -1.199  0.380
H 1.778 3.680 5.700  0.418
C -0.901 0.258 6.509  -0.605
C 1.284 2.982 3.748  -0.767
S 0.352 -1.656 -1.864  0.844

- Spin multiplicity: 4
- Total charge: 0
- LUMO energy (alpha / beta): -1.94 / -2.60 eV
- Orbital gap (alpha / beta): 6.39 / 5.78 eV

=====

(2)
Entry from OMol25: a structure of composition C31H41N6NiOSSb (the ωB97M-V functional and the def2-TZVPD basis).

Last column: Mulliken charge in e.
Element x y z (Å)
H 1.354 4.793 -3.826  0.433
H 6.556 -0.844 -3.111  0.323
O -4.856 -3.565 9.001  -0.432
C -2.395 -1.976 4.245  0.219
N -0.729 -1.142 -1.210  0.122
H 5.659 0.330 -4.869  0.376
C -2.825 -2.598 -0.026  -0.619
H -3.337 1.884 -2.885  0.300
H -5.953 -3.678 6.588  0.332
H -6.366 -4.604 8.190  0.381
H 1.122 0.337 4.043  0.452
N -2.842 -2.275 3.059  -0.666
H -0.245 1.207 -6.120  0.424
H -6.884 -2.912 8.488  0.309
H -0.872 -0.675 4.942  0.230
H -4.815 -2.705 4.595  0.366
N -1.374 -1.080 4.175  -0.055
C 1.130 0.292 2.957  -0.412
H 2.826 -0.201 -4.834  0.273
H 0.052 0.496 -4.516  0.040
H 4.269 -1.593 -1.651  0.281
H 4.999 1.557 -7.027  0.374
N 1.151 0.033 0.201  -0.566
C -1.571 -1.876 -1.923  -0.165
H 6.362 -1.153 -1.391  0.396
C 2.142 0.634 0.816  -0.122
H -4.160 2.450 -1.567  0.397
C 3.620 -0.723 -3.196  0.703
Ni 0.802 -0.092 -1.829  0.327
H -1.370 -1.998 -2.994  0.428
H 3.325 1.258 -6.582  0.331
C -4.271 -2.824 5.545  -0.656
H -2.599 -2.731 8.934  0.428
C 0.101 -0.398 0.883  0.267
C -1.963 -1.806 0.738  0.738
C 0.753 5.188 -3.083  -1.357
H 4.349 -0.067 -6.998  0.405
C 4.351 0.855 -6.447  -1.452
H -1.631 2.494 -4.392  0.495
C -1.096 -0.844 2.883  -0.033
H 3.078 1.213 2.617  0.466
H -1.189 -2.068 6.727  0.257
H -6.531 -4.022 9.935  0.243
C 0.819 4.401 -1.782  -0.615
H 5.841 1.206 -0.905  0.242
C 0.127 1.398 -5.081  -0.942
H -3.303 0.987 -1.356  0.166
H -0.243 5.243 -3.521  0.358
H 4.705 1.840 -4.580  0.179
H -3.254 -3.192 -1.962  0.543
H -2.299 3.867 -1.303  0.536
H 0.345 4.879 -0.928  0.497
C -2.948 -2.759 7.910  -0.675
C -3.205 1.959 -1.821  -1.010
H -0.260 3.538 -4.811  0.406
C -2.656 -2.578 -1.353  -0.819
C 6.304 0.924 -1.877  -0.777
C -2.269 -2.398 6.734  -0.441
C -6.266 -3.800 8.892  -0.807
C 6.025 -0.541 -2.220  -0.651
H -1.983 2.732 -0.217  0.465
C -0.552 2.510 -4.378  -0.813
H 1.184 1.672 -5.088  0.209
H 1.154 6.178 -2.809  0.385
S 2.175 -1.562 -2.885  -0.697
N 4.555 -0.853 -2.272  -0.190
H 7.352 1.094 -1.819  0.384
C -4.270 -3.274 7.849  1.025
C 0.063 -0.283 2.300  0.420
H 2.980 1.115 0.239  0.379
C -2.033 2.808 -1.331  -0.839
Sb -0.136 2.489 -2.202  0.448
N 3.692 -0.036 -4.328  -0.152
C -4.974 -3.219 6.675  -0.601
C 4.701 0.810 -5.014  -0.135
C -2.087 -1.552 2.189  0.665
C 2.180 0.757 2.217  -0.911
H 1.946 4.251 -1.599  0.307
C -0.903 -1.140 0.149  -0.169
C -2.932 -2.459 5.534  0.275
H 5.960 1.526 -2.712  0.167
H -3.660 -3.106 0.382  0.609

- Spin multiplicity: 3
- Total charge: +2
- LUMO energy (alpha / beta): -5.58 / -6.36 eV
- Orbital gap (alpha / beta): 6.24 / 5.47 eV

=====

(3)
Entry from OMol25: a structure of composition C31H42AsF6N4O8P2Ta (the ωB97M-V functional and the def2-TZVPD basis).

Last column: Mulliken charge in e.
Element x y z (Å)
H 4.530 1.169 -0.905  0.016
C 3.747 2.116 0.863  -1.056
C -3.286 -2.230 -2.865  -0.952
C 1.503 -0.770 2.072  0.965
H -2.813 2.408 -0.168  0.348
As -3.594 -0.751 1.748  2.011
O 1.407 1.731 3.355  -0.575
F -3.847 -1.590 3.165  -0.381
C -1.886 4.206 2.530  -0.895
H 4.662 -2.073 -3.036  0.332
O 2.699 2.088 -1.332  0.464
H 1.430 6.021 -2.942  0.570
H -4.082 -1.943 -3.539  0.553
H 4.075 -1.834 3.973  0.490
C 5.047 -1.058 -2.953  -1.422
H -1.897 0.371 -4.379  0.119
C -1.996 1.199 -5.088  -1.166
H 3.210 1.222 1.177  0.050
C 1.115 4.981 -2.858  -1.194
H -2.898 -0.218 -2.241  1.112
O 2.847 -0.223 -2.443  -0.081
O -1.253 1.186 -1.554  -0.161
H -4.599 2.035 -4.446  0.462
C 4.011 -0.064 -3.405  0.815
N -1.215 1.941 1.070  1.248
F -1.741 -0.911 1.841  -0.520
C 4.033 2.095 -0.614  0.891
H 5.759 3.333 -0.669  0.495
H 3.171 3.002 1.133  0.300
H 3.833 -3.840 2.535  0.510
H -2.163 5.077 3.110  0.544
H -4.136 3.243 -3.251  0.376
H -2.713 0.895 -5.850  0.519
O 1.001 0.217 -0.887  -0.873
H -3.473 4.414 1.084  0.692
P 1.937 0.889 -1.911  -0.311
H 2.061 -3.962 0.860  0.588
C 0.845 1.570 -3.160  -0.389
H -1.621 5.492 -0.778  0.256
C -1.310 -2.839 -1.125  0.535
C -2.936 -3.563 -2.692  -0.705
H 4.365 0.962 -3.278  0.100
C -2.253 2.716 0.699  -0.165
H 4.906 3.262 -2.211  0.343
C -3.836 2.305 -3.715  -1.116
H -0.184 3.649 3.761  0.655
F -2.854 0.150 0.169  -0.627
H -1.598 5.462 -2.557  0.227
C 2.178 -3.076 1.457  -1.216
F -3.360 0.750 2.508  -0.494
H 2.658 0.123 3.668  0.641
H 3.067 -1.300 -4.885  0.334
H -1.610 -4.885 -1.591  0.626
H 4.690 2.148 1.409  0.520
C -2.511 2.448 -4.418  0.426
C 3.495 -0.301 -4.801  -1.287
H 4.328 -0.231 -5.500  0.457
C 3.159 -3.005 2.398  -0.779
H 0.504 0.740 -3.786  0.679
C -2.626 -1.255 -2.150  -1.149
H 1.363 2.301 -3.783  0.530
N -1.632 -1.548 -1.289  0.560
O 0.079 -4.219 0.166  -0.585
O -0.123 3.398 -1.393  0.476
C -1.011 5.669 -1.663  -1.288
C 4.771 3.300 -1.130  -1.621
H -3.452 -4.345 -3.233  0.505
H 2.016 4.370 -2.787  0.113
O -1.517 2.950 -3.408  -0.326
C 0.613 1.417 2.512  0.065
H 5.363 -0.878 -1.926  0.331
H 0.827 5.051 -0.730  0.351
C -1.923 -3.871 -1.797  -0.846
N 0.615 0.234 1.755  0.686
H 4.244 4.217 -0.865  0.330
C 1.299 -1.977 1.301  0.615
H 5.923 -0.971 -3.597  0.454
H 0.560 4.742 -3.767  0.299
C -0.513 2.312 2.149  0.340
C -0.264 -3.107 -0.111  0.140
H -2.537 3.275 -5.123  0.375
C 3.306 -1.848 3.213  -0.776
H -1.046 1.373 -5.592  0.348
C 0.250 4.845 -1.629  0.517
F -3.515 -2.137 0.765  -0.478
N 0.230 -1.914 0.463  0.326
H -3.803 1.524 -2.952  0.232
C -0.799 3.428 2.900  -0.745
P -0.596 2.310 -2.370  -0.812
C 2.509 -0.742 3.049  -1.084
Ta -0.718 -0.009 0.088  1.917
C -2.614 3.842 1.407  -1.126
H -0.737 6.724 -1.675  0.535
F -5.134 -0.352 1.221  -0.392
H 2.754 0.440 -5.103  0.283

- Spin multiplicity: 2
- Total charge: +3
- LUMO energy (alpha / beta): -9.71 / -10.50 eV
- Orbital gap (alpha / beta): 6.66 / 6.37 eV

=====

(4)
Entry from OMol25: a structure of composition C31H42BIrN7O8 (the ωB97M-V functional and the def2-TZVPD basis).

Last column: Mulliken charge in e.
Element x y z (Å)
C -0.046 -4.366 -1.025  -1.230
C -3.160 -3.434 -1.225  -0.622
C -4.627 -5.400 0.246  -0.830
C -4.851 -0.157 -2.875  -0.547
O 2.848 1.917 -1.215  -0.208
C 2.089 0.551 4.354  -0.910
H 3.974 1.380 -3.507  0.481
C 0.544 4.753 -1.716  -1.315
C 0.316 1.981 5.444  -0.969
H -0.746 1.755 5.509  0.342
H -0.101 -4.146 -2.089  0.592
C 4.258 1.492 -1.391  1.527
H 1.049 -2.001 -2.762  0.531
H -4.497 0.540 0.923  0.531
H 4.963 3.382 -0.596  0.346
H -5.173 -6.151 0.799  0.448
Ir 0.303 0.997 0.140  1.669
C 4.305 0.727 -2.701  -1.800
H 4.888 3.294 -2.364  0.437
H 5.477 -1.186 0.548  0.462
B 2.301 1.009 -0.375  0.753
C 0.396 1.661 3.042  0.810
H -2.622 -2.687 -1.794  0.422
C -3.607 0.108 -2.331  -0.442
C -5.254 -4.326 -0.345  -0.742
H 0.190 -0.494 -2.430  0.152
C -5.863 0.120 -0.678  -0.587
H 3.656 -0.149 -2.676  0.209
H 2.341 3.875 1.118  0.070
C -3.242 -5.486 0.098  0.062
N -1.242 -4.965 -0.549  0.694
N 0.403 -1.016 0.206  0.339
H 4.356 2.231 1.297  0.120
C -4.527 -3.358 -1.068  -0.209
N -1.176 -6.109 0.199  -0.711
C -4.612 0.358 -0.137  -0.401
N -2.344 -6.427 0.575  -0.478
C -2.535 -4.530 -0.626  1.075
H 0.600 5.835 -1.603  0.424
N -7.288 -0.415 -2.616  1.060
C 0.511 -1.748 1.376  -0.504
C -5.949 -0.138 -2.034  -0.262
H -0.715 -1.977 -2.721  0.479
O 3.141 0.131 0.213  -0.442
H 0.464 3.060 5.472  0.339
H -2.729 0.123 -2.962  0.592
H -0.433 4.439 -2.071  0.336
H -4.986 -0.369 -3.926  0.500
H -6.760 0.127 -0.077  0.543
H 1.627 5.494 0.894  0.460
H 0.667 -1.271 2.324  0.437
H 5.319 0.397 -2.924  0.410
C 0.383 -3.053 1.067  -0.993
H 6.013 1.729 0.937  0.427
H 6.363 -0.315 -0.703  0.373
C 4.995 1.371 1.083  -1.711
H -0.512 3.560 3.311  0.501
C -2.174 0.597 -0.358  0.992
H -1.610 2.199 3.517  0.468
H 0.383 -3.940 1.678  0.534
H 4.990 0.711 1.950  0.450
O -1.928 0.488 0.849  -0.733
H -1.104 2.672 1.894  0.168
H -6.326 -4.221 -0.262  0.435
H 2.837 4.934 -0.242  0.334
C 4.504 0.598 -0.128  1.350
O -8.242 -0.274 -1.886  -0.589
C 0.913 4.059 -0.460  0.865
C 0.184 -1.566 -2.259  -1.802
H 2.566 0.769 5.304  0.473
C -3.491 0.357 -0.964  0.277
C 0.237 -1.874 -0.804  1.422
C 5.367 -0.619 -0.376  -1.851
O -1.177 0.937 -1.179  -0.928
C 5.119 2.735 -1.457  -1.793
O 0.979 1.115 2.034  -0.956
H 0.812 1.537 6.301  0.386
N 0.207 -3.114 -0.299  0.242
H 0.770 -5.061 -0.836  0.323
H 1.302 4.471 -2.456  0.293
H 2.783 0.752 3.542  0.225
H 6.174 2.463 -1.495  0.373
N 0.901 1.406 4.224  0.170
H 4.939 -1.271 -1.134  0.359
C -0.779 2.575 2.922  -1.468
O 0.288 3.048 -0.110  -0.443
H 1.803 -0.500 4.336  0.308
O -7.317 -0.776 -3.771  -0.583
H -5.064 -2.535 -1.522  0.575
C 2.008 4.604 0.383  -0.913

- Spin multiplicity: 2
- Total charge: +2
- LUMO energy (alpha / beta): -6.05 / -8.61 eV
- Orbital gap (alpha / beta): 7.22 / 4.66 eV

=====

(5)
Entry from OMol25: a structure of composition C31H42BrCl2IMnNO4S (the ωB97M-V functional and the def2-TZVPD basis).

Last column: Mulliken charge in e.
Element x y z (Å)
C -2.577 -1.595 -1.607  0.050
H -1.825 4.810 0.536  0.399
H -1.920 2.407 -5.631  0.482
H -5.640 -1.108 -5.451  0.321
O -0.981 0.114 -1.556  0.497
C 1.299 0.675 2.772  -0.199
H 1.598 -4.769 -0.824  0.361
C -6.056 -1.823 -4.745  -1.647
S -1.781 2.474 0.044  0.896
C 2.106 -2.130 -0.986  -0.185
C 1.354 -0.722 4.712  0.006
H 4.501 -3.570 -2.887  0.429
H 2.020 5.006 -1.201  0.332
C -3.149 -1.116 -4.189  -0.446
C 3.959 -3.513 -0.199  -1.610
H -5.010 -4.610 -3.020  0.392
O 1.683 1.874 -0.297  -0.586
Cl 3.074 4.393 0.811  -0.198
C -5.707 -3.856 -3.377  -2.198
H 0.486 0.651 -3.409  0.220
C -1.395 0.624 -4.507  2.535
H -3.219 1.221 -5.552  0.337
C -3.570 -2.340 -2.204  0.263
H -2.449 3.003 2.930  0.209
C 3.007 -3.215 -1.363  1.858
C -2.750 3.760 2.202  -0.521
H 0.264 1.997 -4.525  0.616
H 1.834 1.368 4.728  0.454
C 1.320 3.003 -0.656  0.367
H -4.071 -3.094 -1.622  0.606
H -0.103 -0.890 -5.364  0.359
H -5.189 -4.149 -5.973  0.472
I 0.711 -3.704 4.656  0.072
C 3.813 -2.779 -2.593  -1.642
N 0.908 -0.330 1.989  0.357
C -5.001 -2.830 -4.267  1.725
C 1.521 0.525 4.132  -1.022
H -0.607 1.981 -2.998  0.249
C -2.132 -0.371 -3.616  -0.604
H -3.632 -4.261 -5.143  0.357
H -6.457 -1.271 -3.896  0.354
H 4.382 -1.879 -2.371  0.378
C 0.966 -1.763 3.886  -0.600
C 1.349 -1.223 -0.689  0.189
H 1.454 1.630 2.286  0.356
H -6.877 -2.346 -5.234  0.478
H 1.465 -4.223 -2.494  0.364
C -4.410 -3.576 -5.472  -1.652
H 0.455 -2.336 1.874  0.384
H -4.120 1.910 -0.262  0.380
H 4.664 -4.292 -0.486  0.413
H 1.522 -0.875 5.768  0.412
C -0.245 1.354 -3.810  -2.244
H -0.271 0.557 -6.360  0.471
Mn 0.225 0.211 -0.107  0.762
H -3.976 -2.889 -6.195  0.329
Br -2.148 -1.918 0.241  -0.223
H -2.834 2.196 -4.135  0.304
H 3.145 -2.563 -3.424  0.332
C 2.436 4.075 -0.812  -0.060
C 2.166 -4.453 -1.695  -1.633
Cl 3.722 3.529 -1.886  -0.180
H -1.571 -0.624 -6.302  0.312
C -3.510 2.094 0.619  -0.775
C -1.670 3.931 1.156  -0.790
C -0.804 -0.133 -5.709  -1.760
C -3.980 3.277 1.441  -0.641
C -3.893 -2.091 -3.531  -0.182
H 4.515 -2.619 0.073  0.359
C -1.838 -0.577 -2.241  -0.264
C -2.407 1.676 -4.990  -1.785
H 2.809 -5.272 -2.013  0.419
H -4.331 4.074 0.782  0.298
H -0.664 3.956 1.562  0.267
H -3.446 1.184 1.212  0.318
H 3.404 -3.849 0.674  0.329
H -3.380 -0.926 -5.224  0.248
O -0.999 1.437 0.798  -0.812
C 0.750 -1.534 2.538  -0.192
H -6.178 -3.370 -2.525  0.401
O 0.174 3.419 -0.867  -0.654
H -4.798 3.008 2.111  0.355
H -6.484 -4.358 -3.952  0.445
H -2.940 4.690 2.740  0.422

- Spin multiplicity: 5
- Total charge: 0
- LUMO energy (alpha / beta): -0.68 / -0.23 eV
- Orbital gap (alpha / beta): 6.92 / 7.41 eV

=====

Record-wise maximum force values, in eV/Å: 0.49, 2.93, 0.53, 2.18, 2.71
Record-wise energy above the lowest of the compared OMol25 structures with the same formula, charge and spin values, in kcal/mol: 62.18, 0.00, 0.00, 25.73, 12.66
Record-wise electronic energy values, in a.u.: -4195.51518, -3755.90081, -5601.75688, -2320.37902, -6903.45226